1.
The following is a quantum chemistry calculation of a structure of composition C47H42HfN9OSeTe in a non-equilibrium geometry, from the Open Molecules 2025 dataset.

Geometry as XYZ:
```
102
Properties=species:S:1:pos:R:3:lowdin_spin:R:1
Hf 0.9227 -1.1144 0.6793 0.287
N 11.5294 0.5701 -0.2825 0.000
C 10.4504 0.1845 -0.2206 0.000
C 9.0959 -0.2927 -0.1491 0.000
C 8.1445 0.4406 0.5551 0.000
C 6.8390 -0.0153 0.6225 0.000
C 6.5075 -1.1928 -0.0281 0.000
C 7.4431 -1.9357 -0.7298 0.000
C 8.7494 -1.4823 -0.7863 0.000
N 5.1514 -1.6635 0.0298 0.001
C 4.7338 -2.9199 0.4269 0.000
C 3.3866 -2.9084 0.3338 0.001
N 2.9573 -1.6586 -0.0979 0.002
C 4.0709 -0.9405 -0.2588 0.002
H 8.4330 1.3530 1.0573 0.000
H 6.0957 0.5276 1.1916 0.000
H 7.1563 -2.8472 -1.2371 0.000
H 9.4998 -2.0393 -1.3291 0.000
H 5.4310 -3.6777 0.7360 0.000
H 2.6946 -3.7068 0.5474 0.001
H 4.1178 0.0751 -0.6114 0.000
C -4.5878 -0.4141 5.5531 0.000
C -4.1253 -0.4132 4.1290 0.000
C -2.8618 0.0478 3.7831 0.000
C -2.3897 -0.0146 2.4816 0.000
C -1.0403 0.5751 2.2015 0.001
C -3.2061 -0.5606 1.4861 0.007
Te -2.6517 -1.3279 -0.4237 0.072
N -0.6028 -1.2347 -0.9236 0.033
C -0.1887 -2.5438 -0.5681 0.216
O -0.3658 -2.7566 0.7574 0.101
C 0.4625 -3.5302 -1.3998 0.012
C 0.9469 -3.1928 -2.6715 0.062
C 1.6532 -4.1244 -3.4075 -0.007
C 1.8692 -5.4001 -2.8943 0.075
C 1.3679 -5.7479 -1.6445 -0.005
C 0.6691 -4.8214 -0.8925 0.059
C -3.3406 0.0310 -1.8430 0.007
C -3.0784 1.4013 -1.7514 0.004
C -2.4765 2.0119 -0.5212 0.001
C -3.4208 2.2088 -2.8258 -0.001
C -4.0232 1.6881 -3.9666 0.005
C -4.4045 2.5751 -5.1140 0.001
C -4.2909 0.3243 -4.0127 -0.001
C -3.9560 -0.5324 -2.9719 0.005
C -4.2732 -1.9984 -3.1041 0.002
C -4.5094 -0.9873 1.7930 0.003
C -5.4662 -1.5463 0.7709 0.005
C -4.9401 -0.8917 3.1108 0.001
H -3.9332 0.1817 6.1856 0.000
H -4.5799 -1.4339 5.9414 0.000
H -5.6039 -0.0300 5.6366 0.000
H -2.2172 0.4496 4.5566 0.000
H -0.3100 0.3739 2.9849 0.000
H -1.0672 1.6519 2.0291 0.000
H -0.7267 0.1882 1.2241 0.002
H 0.7581 -2.2031 -3.0681 0.003
H 2.0292 -3.8633 -4.3873 -0.002
H 2.4163 -6.1291 -3.4767 0.004
H 1.5170 -6.7485 -1.2618 -0.002
H 0.2678 -5.0855 0.0769 0.003
H -2.9750 1.6606 0.3825 0.000
H -2.5692 3.0968 -0.5497 0.000
H -1.4161 1.7588 -0.4436 0.000
H -3.2380 3.2761 -2.7609 0.000
H -3.9668 3.5668 -5.0152 0.000
H -5.4885 2.6903 -5.1618 0.000
H -4.0824 2.1473 -6.0631 0.000
H -4.7729 -0.0908 -4.8899 0.000
H -4.7292 -2.1941 -4.0719 0.000
H -4.9759 -2.3369 -2.3394 0.000
H -3.3840 -2.6299 -3.0376 0.000
H -5.3979 -1.0453 -0.1991 0.001
H -6.4899 -1.3988 1.1107 0.001
H -5.3266 -2.6202 0.6218 0.001
H -5.9450 -1.2215 3.3479 0.000
N 1.5570 -1.6157 2.6665 0.008
C 1.3259 -1.6223 3.8224 0.005
C 0.9933 -1.5402 5.1306 0.007
C 1.8834 -0.8723 6.0169 0.001
N 2.6143 -0.2958 6.6917 0.003
C -0.2976 -2.0030 5.5070 0.001
N -1.3733 -2.3170 5.7691 0.003
C 0.3757 4.0756 2.1054 0.000
N 0.4389 3.7927 0.6767 0.000
C 1.0347 2.7533 0.0788 0.001
Se 2.0676 1.4306 0.9084 0.007
N 0.8769 2.8859 -1.2474 0.000
C 0.1412 4.0288 -1.5301 0.000
C -0.2855 4.5941 -2.7251 0.000
C -1.0100 5.7657 -2.6200 0.000
C -1.2965 6.3508 -1.3771 0.000
C -0.8676 5.7870 -0.1909 0.000
C -0.1410 4.6070 -0.2998 0.000
H 1.0225 3.3816 2.6338 0.000
H -0.6512 3.9727 2.4550 0.000
H 0.7198 5.0930 2.2782 0.000
H 1.2719 2.2410 -1.9126 0.000
H -0.0602 4.1487 -3.6842 0.000
H -1.3609 6.2524 -3.5194 0.000
H -1.8625 7.2713 -1.3491 0.000
H -1.0886 6.2424 0.7641 0.000
```

## Properties
LUMO level (alpha / beta) (hartree): -0.2095 / -0.2468
<S²>: 0.77
Net charge: +2
HOMO-LUMO gap (alpha / beta) (eV): 6.504 / 6.215
Multiplicity: 2

2.
The following is a quantum chemistry calculation of a structure of composition C45H47Cl3InN10OP2S2, from the Open Molecules 2025 dataset.

Geometry as XYZ:
```
111
Properties=species:S:1:pos:R:3:mulliken_charge:R:1
In -1.7498 0.4751 -0.7202 2.348
C -2.9386 -4.3918 -4.4484 -1.159
C -2.0701 -4.3735 -3.1952 -0.039
N -2.6281 -3.5790 -2.0999 -0.057
C -2.6539 -2.2347 -2.0698 0.089
S -3.4593 -1.4819 -0.7173 -0.442
N -2.1123 -1.5922 -3.0888 -1.142
N -1.9337 -0.2667 -2.8902 0.514
C -1.9625 0.5535 -3.8708 0.465
C -2.2901 0.1510 -5.2732 -1.799
C -1.6460 1.9617 -3.5374 1.148
C -1.5109 2.9327 -4.5131 -1.051
C -1.1136 4.2097 -4.1438 -0.751
C -0.8627 4.4880 -2.8129 -1.245
C -1.0660 3.4827 -1.8839 0.278
N -1.4564 2.2567 -2.2420 0.486
H -2.4560 -4.9876 -5.2256 0.401
H -3.0761 -3.3801 -4.8259 0.167
H -3.9200 -4.8201 -4.2392 0.322
H -1.0840 -3.9761 -3.4242 -0.091
H -1.9409 -5.3851 -2.8123 0.528
H -3.2014 -4.0430 -1.4183 0.307
H -2.4533 -0.9200 -5.3150 0.140
H -1.4814 0.4141 -5.9593 0.394
H -3.1969 0.6617 -5.6076 0.398
H -1.7103 2.6978 -5.5488 0.562
H -0.9996 4.9789 -4.8968 0.441
H -0.5254 5.4632 -2.4920 0.555
H -0.9655 3.6552 -0.8184 0.356
Cl -6.8540 1.4426 4.3257 -0.219
C -5.3690 1.3109 3.4421 0.271
C -5.3535 1.5567 2.0858 -0.914
C -4.1559 1.4371 1.4035 1.190
Cl -4.1145 1.8487 -0.2934 -0.130
C -2.9471 1.0474 2.0039 -1.925
O -1.8192 0.8775 1.3421 0.347
C -3.0163 0.8801 3.3994 0.384
Cl -1.5406 0.5532 4.2453 -0.122
C -4.1967 0.9890 4.1085 -0.774
H -6.2614 1.8294 1.5632 0.502
H -4.1994 0.8160 5.1767 0.507
C 6.5885 -1.8004 2.7853 -0.793
S 5.6509 -3.1606 2.0477 -0.096
C 4.7595 -2.2429 0.7636 -0.987
C 3.4221 -1.6836 1.2441 0.013
C 2.7756 -0.8433 0.1431 -1.273
N 1.3543 -0.4577 0.3914 0.895
P 0.8671 1.1565 0.0538 0.589
C 1.4507 2.1217 1.4701 0.582
C 1.7399 1.5195 2.6859 -0.724
C 2.1655 2.2902 3.7618 -1.005
C 2.2924 3.6656 3.6268 -0.833
C 1.9840 4.2765 2.4170 -0.608
C 1.5600 3.5092 1.3472 -0.657
C 1.9575 1.6767 -1.3245 0.723
C 1.5581 1.2667 -2.5998 -0.251
C 2.2963 1.6055 -3.7238 -0.941
C 3.4583 2.3523 -3.5828 -0.781
C 3.8859 2.7351 -2.3180 -0.896
C 3.1397 2.4055 -1.1945 -0.499
P 0.0511 -1.5788 0.1871 0.510
C 0.8272 -2.9968 -0.6517 1.702
C 1.1206 -2.8462 -2.0108 -0.491
C 1.7409 -3.8648 -2.7159 -0.710
C 2.0531 -5.0570 -2.0729 -0.871
C 1.7383 -5.2264 -0.7307 -0.996
C 1.1245 -4.2023 -0.0193 -0.457
C -0.3416 -2.2296 1.8419 1.562
C -1.5562 -2.9032 1.9821 -1.031
C -1.9401 -3.4140 3.2143 -0.565
C -1.1079 -3.2705 4.3165 -0.780
C 0.1044 -2.6083 4.1822 -0.768
C 0.4813 -2.0835 2.9545 -0.500
H 7.2169 -2.2296 3.5642 0.353
H 5.9234 -1.0602 3.2303 0.200
H 7.2215 -1.3344 2.0314 0.274
H 4.5984 -2.9386 -0.0627 0.418
H 5.4144 -1.4422 0.4105 0.376
H 3.5755 -1.0687 2.1361 0.298
H 2.7799 -2.5204 1.5122 0.157
H 2.8508 -1.3905 -0.7955 0.094
H 3.3560 0.0656 0.0232 0.894
H 1.6174 0.4513 2.7969 0.690
H 2.4086 1.8114 4.7019 0.485
H 2.6236 4.2639 4.4667 0.403
H 2.0748 5.3507 2.3131 0.473
H 1.3091 3.9873 0.4055 0.401
H 0.6652 0.6595 -2.7066 0.079
H 1.9646 1.2931 -4.7073 0.550
H 4.0336 2.6291 -4.4573 0.434
H 4.8083 3.2922 -2.2057 0.475
H 3.4862 2.7121 -0.2164 0.524
H 0.8568 -1.9200 -2.5140 0.102
H 1.9811 -3.7365 -3.7649 0.473
H 2.5433 -5.8536 -2.6191 0.462
H 1.9801 -6.1566 -0.2304 0.473
H 0.8832 -4.3435 1.0266 0.493
H -2.2053 -3.0236 1.1250 0.096
H -2.8928 -3.9207 3.3121 0.458
H -1.4033 -3.6700 5.2793 0.373
H 0.7587 -2.4938 5.0395 0.424
H 1.4232 -1.5638 2.8664 -0.156
N -1.5972 4.2909 4.5831 -0.606
N -2.0531 4.2694 3.2832 0.977
N -3.1830 4.8306 2.9239 -1.122
C -3.1530 4.6163 1.6113 -0.349
N -2.0513 3.9549 1.2268 -0.223
N -1.3439 3.7545 2.3242 0.122
H -2.3862 4.3966 5.2014 0.327
H -1.0504 3.4578 4.7530 0.271
H -3.9447 4.9297 0.9481 0.522
```

## Properties
LUMO level (hartree): -0.1112
Net charge: +1
HOMO-LUMO gap (eV): 7.111